Entry 1:
Molecular formula: CH29CuO17
Method: DFT, wB97M-V/def2-TZVPD

```
! wB97M-V def2-TZVPD RIJCOSX def2/J DEFGRID3
* xyz 0 1
Cu -2.848 13.696 -16.457
C -4.428 11.326 -17.182
O -4.475 10.339 -17.947
O -5.576 11.558 -16.564
O -3.406 12.033 -16.940
H -5.532 12.366 -15.970
O -8.258 10.979 -17.586
H -7.530 11.396 -17.195
H -7.889 10.697 -18.422
O -7.128 10.710 -14.292
H -6.695 10.961 -15.057
H -7.190 11.577 -13.869
O -3.548 7.740 -18.055
H -3.017 8.006 -17.355
H -4.051 8.496 -18.179
O -1.735 10.162 -16.685
H -0.921 10.666 -16.754
H -2.481 10.789 -16.789
O -6.631 9.197 -19.229
H -6.086 9.538 -18.541
H -7.104 8.415 -18.935
O -6.795 14.084 -15.411
H -7.592 13.837 -15.820
H -6.866 13.961 -14.496
O -1.670 14.401 -17.732
H -0.794 14.736 -17.582
H -1.617 13.574 -18.249
O -4.218 14.877 -15.927
H -5.162 15.058 -15.847
H -3.776 15.674 -15.551
O -4.337 9.202 -14.982
H -3.465 9.223 -15.356
H -5.011 9.253 -15.718
O -2.481 9.993 -19.823
H -3.071 10.158 -19.103
H -3.070 9.476 -20.388
O -1.741 13.357 -15.024
H -2.017 13.660 -14.198
H -1.101 12.643 -14.801
O -6.861 8.570 -16.480
H -7.329 8.363 -15.653
H -7.378 9.255 -16.975
O -4.817 12.635 -13.993
H -4.995 13.484 -14.363
H -5.058 12.748 -13.116
O -1.224 12.225 -19.126
H -0.592 11.722 -18.649
H -1.814 11.476 -19.308
*
```

As for the gap between HOMO and LUMO: 7.1 eV.

Mulliken population analysis, charges in e, atoms 1 to 8: atom 1 (Cu): -0.53, atom 2 (C): 0.00, atom 3 (O): -0.47, atom 4 (O): -0.07, atom 5 (O): 0.35, atom 6 (H): 0.04, atom 7 (O): -0.72, atom 8 (H): 0.31


Entry 2:
Molecular formula: CH2Br2ClOP
Method: DFT, wB97M-V/def2-TZVPD

```
! wB97M-V def2-TZVPD RIJCOSX def2/J DEFGRID3
* xyz 0 1
C -0.768 2.221 -1.640
O -0.469 -1.247 1.201
P 0.832 -1.848 1.024
Cl -0.036 1.165 -0.697
Br 2.161 -1.538 3.002
Br 0.372 -4.023 1.206
H -1.531 3.066 -1.396
H -0.561 2.203 -2.698
*
```

As for the gap between HOMO and LUMO (spin up / spin down): 10.2 / 4.2 eV.

How is the electron density shared among the atoms? According to Mulliken, the charges in e are: atom 1 (C): -0.55, atom 2 (O): -0.32, atom 3 (P): 0.60, atom 4 (Cl): -0.06, atom 5 (Br): -0.13, atom 6 (Br): -0.13, atom 7 (H): 0.29, atom 8 (H): 0.30


Entry 3:
Molecular formula: CH2Br2ClOP
Method: DFT, wB97M-V/def2-TZVPD

```
! wB97M-V def2-TZVPD RIJCOSX def2/J DEFGRID3
* xyz 0 1
C 1.547 -0.043 0.207
O -1.532 -0.037 -1.744
P -1.146 0.188 -0.363
Cl 1.925 -1.546 -0.404
Br -2.139 2.031 0.439
Br -1.957 -1.451 0.936
H 1.412 0.039 1.273
H 1.891 0.819 -0.343
*
```

As for the gap between HOMO and LUMO (spin up / spin down): 7.5 / 7.0 eV.

How is the electron density shared among the atoms? According to Mulliken, the charges in e are: atom 1 (C): -0.53, atom 2 (O): -0.44, atom 3 (P): 0.56, atom 4 (Cl): -0.02, atom 5 (Br): -0.17, atom 6 (Br): -0.14, atom 7 (H): 0.37, atom 8 (H): 0.37


Entry 4:
Molecular formula: CH2Br2CuO4S
Method: DFT, wB97M-V/def2-TZVPD

```
! wB97M-V def2-TZVPD RIJCOSX def2/J DEFGRID3
* xyz -1 1
Cu 0.041 0.535 -0.041
Br -1.830 -0.511 -0.908
C -2.108 -2.221 -0.048
Br -1.950 -2.116 1.857
H -1.343 -2.887 -0.424
H -3.103 -2.551 -0.321
O 3.548 2.023 -0.184
S 2.106 2.004 -0.027
O 1.545 3.262 0.461
O 1.408 1.580 -1.306
O 1.686 0.881 0.942
*
```

As for the gap between HOMO and LUMO: 6.3 eV.

Mulliken population analysis, charges in e, atoms 1 to 8: atom 1 (Cu): -0.02, atom 2 (Br): 0.16, atom 3 (C): -0.47, atom 4 (Br): -0.06, atom 5 (H): 0.32, atom 6 (H): 0.31, atom 7 (O): -0.68, atom 8 (S): 1.59


Entry 5:
Molecular formula: CH2Br2O2
Method: DFT, wB97M-V/def2-TZVPD

```
! wB97M-V def2-TZVPD RIJCOSX def2/J DEFGRID3
* xyz 0 3
C 1.901 -0.088 0.159
O 1.452 1.015 0.585
O 1.223 -0.985 -0.197
Br 3.840 -0.075 0.124
Br -1.530 -0.202 0.433
H 0.508 1.056 0.197
H -1.679 -0.612 1.744
*
```

As for the gap between HOMO and LUMO (spin up / spin down): 5.4 / 6.9 eV. The expectation value of S² is 2.01.

How is the electron density shared among the atoms? According to Mulliken, the charges in e are: atom 1 (C): 0.51, atom 2 (O): -0.31, atom 3 (O): -0.21, atom 4 (Br): -0.13, atom 5 (Br): -0.24, atom 6 (H): 0.15, atom 7 (H): 0.23


Entry 6:
Molecular formula: CH2Br2S
Method: DFT, wB97M-V/def2-TZVPD

```
! wB97M-V def2-TZVPD RIJCOSX def2/J DEFGRID3
* xyz 0 1
C -0.208 0.307 -0.301
S 0.741 -1.371 -0.338
Br 0.954 1.835 -0.519
Br -1.407 0.503 1.270
H -0.804 0.210 -1.214
H 0.725 -1.483 1.103
*
```

As for the gap between HOMO and LUMO: 9.6 eV.

How is the electron density shared among the atoms? According to Mulliken, the charges in e are: atom 1 (C): -0.30, atom 2 (S): -0.13, atom 3 (Br): -0.01, atom 4 (Br): -0.03, atom 5 (H): 0.30, atom 6 (H): 0.18


Summary of relative energy (zero: lowest compared OMol25 entry of this formula, charge and spin) in eV
1.793 3.410 1.836 0.185 0.691 0.121
(order as listed above)
Summary of F_max in eV/Å
4.1 5.4 2.3 0.5 9.9 3.2
(order as listed above)